1.
Here is a molecular structure, C53H44N5O7PS2SbSn in a non-equilibrium geometry from the OMol25 dataset. Energies are from ωB97M-V/def2-TZVPD.

The geometry in XYZ format:
```
114
C53H44N5O7PS2SbSn (ωB97M-V/def2-TZVPD)
Sb -3.072 -0.573 -1.824
Sn -0.151 1.141 -0.013
S -2.750 1.406 -0.615
S -0.531 -2.111 3.162
P 1.717 1.709 2.686
O -1.139 4.444 0.940
O -0.466 2.435 1.708
O 0.020 -1.310 -3.111
O -0.697 -1.282 -5.174
O 0.672 3.525 -6.479
O 1.076 2.821 -0.590
O 2.402 4.045 -1.899
N 2.450 -0.544 0.168
N 0.667 -2.845 0.939
N 2.673 -1.082 1.378
N 0.578 -4.484 2.609
N 0.388 1.398 -2.945
C -0.793 -0.196 6.103
C -5.979 0.561 -1.538
C 4.242 -2.465 2.709
C 1.640 3.530 3.085
C -2.768 -1.599 -8.115
C 1.025 3.364 -4.157
C 3.650 -0.418 -1.974
C -3.263 -3.994 1.737
C -2.588 0.113 -5.930
C -2.781 -4.326 0.479
C -3.699 -0.580 -7.963
C 0.618 4.318 2.536
C -3.544 -1.711 1.031
C -3.598 0.269 -6.871
C 5.726 1.167 2.325
C -1.136 1.051 5.599
C 0.265 -3.211 2.210
C 1.511 3.228 -1.718
C -5.225 -0.543 -1.924
C -8.012 -0.639 -2.017
C 1.366 -3.637 0.114
C -7.368 0.511 -1.584
C -0.371 1.643 4.603
C 6.212 0.935 3.604
C 1.502 6.295 3.593
C -1.688 -0.931 -6.076
C 1.081 -0.259 4.598
C -2.697 -3.350 -0.512
C 4.411 -1.652 0.214
C -0.437 3.727 1.634
C 3.965 1.048 4.468
C -3.074 -2.038 -0.242
C -1.776 -1.784 -7.167
C 3.514 -0.873 -0.555
C 3.462 1.307 3.193
C 4.363 1.345 2.126
C -7.266 -1.743 -2.414
C 3.828 -1.761 1.460
C 0.321 -0.851 5.598
C -0.295 -0.632 -4.036
C 0.022 0.842 -4.102
C 0.586 2.803 -5.334
C -3.642 -2.685 2.014
C 1.250 -5.261 1.798
C 5.326 0.866 4.673
C 2.507 5.525 4.163
C 1.693 -4.895 0.514
C 0.907 2.622 -2.987
C 0.099 1.500 -5.314
C -5.879 -1.690 -2.372
C 0.565 5.684 2.778
C 0.756 1.001 4.091
C 2.579 4.164 3.901
H 5.062 -3.149 2.498
H -2.814 -2.259 -8.973
H -3.839 -0.690 1.246
H 5.360 -2.064 -0.092
H -7.952 1.375 -1.286
H 3.291 1.002 5.315
H 3.245 5.981 4.814
H -5.300 -2.553 -2.690
H -0.231 6.246 2.308
H -2.329 -3.616 -1.500
H -2.505 0.820 -5.121
H 7.275 0.806 3.771
H -1.060 -2.592 -7.247
H 1.952 -1.001 2.083
H 3.408 -3.034 3.123
H -5.470 1.457 -1.197
H -3.325 -4.750 2.511
H 0.438 -1.904 0.638
H 3.980 1.529 1.126
H -0.191 1.017 -6.237
H -9.095 -0.677 -2.052
H 3.385 3.598 4.345
H 1.465 -6.257 2.177
H 1.626 -3.206 -0.842
H 1.473 4.347 -4.124
H 4.020 0.611 -2.011
H -0.657 2.613 4.219
H 6.406 1.208 1.483
H -2.474 -5.344 0.265
H 2.677 -0.431 -2.462
H -4.014 -2.426 2.998
H -4.490 -0.446 -8.689
H 1.947 -0.790 4.217
H 4.342 -1.057 -2.522
H 4.579 -1.751 3.465
H 0.597 -1.830 5.972
H -4.314 1.070 -6.735
H -7.765 -2.639 -2.763
H 5.699 0.682 5.673
H -1.391 -0.655 6.881
H 0.340 3.004 -7.218
H -2.008 1.568 5.980
H 1.455 7.361 3.781
H 2.256 -5.564 -0.118
```

The calculation puts the LUMO energy at 1.86 eV. The charge is -1. As for the energy above the lowest of the compared OMol25 structures with the same formula, charge and spin: 85.0 kJ/mol. The HOMO energy is -4.656 eV. The value obtained for the total energy is -4438.996174 Eh.

2.
Here is a molecular structure, C53H45N4O6P2SiSr in a non-equilibrium geometry from the OMol25 dataset. Energies are from ωB97M-V/def2-TZVPD.

The geometry in XYZ format:
```
112
C53H45N4O6P2SiSr (ωB97M-V/def2-TZVPD)
Sr 1.397 -0.164 0.385
P -1.037 -2.131 -0.726
P -2.009 1.471 0.306
Si -0.396 0.884 -2.451
O 0.850 -1.544 2.356
O 4.600 -3.755 -0.351
O 2.776 0.813 2.284
O 2.329 2.322 0.021
O 3.369 -1.841 7.879
O 4.757 -0.249 8.193
N 3.131 -1.966 0.167
N 3.276 -0.062 -1.930
N 3.959 -0.847 7.490
N 4.102 2.427 -1.380
C 4.546 0.089 -1.593
C 3.622 -0.325 6.125
C 1.524 -5.321 -2.912
C -4.069 2.365 2.248
C -2.259 -1.584 -1.987
C 1.828 -4.884 -1.550
C -4.633 1.289 0.101
C -5.936 1.822 0.232
C 2.976 -1.079 -2.697
C -6.324 2.425 1.406
C -2.022 -0.284 -2.631
C -0.160 2.130 3.839
C 2.557 -0.778 4.000
C -3.439 -2.266 -2.231
C 1.082 -3.832 -1.018
C 3.000 0.452 3.421
C 4.149 0.855 5.645
C 5.583 -0.696 -2.037
C 3.878 1.275 4.360
C -0.907 1.576 2.840
C -0.128 3.380 1.305
C 3.950 -1.940 -3.273
C 3.919 -2.821 -0.091
C 2.161 3.775 -1.923
C -0.052 -3.367 -1.678
C -2.843 -2.500 1.366
C -3.798 -3.131 2.092
C 1.634 -1.668 3.326
C -4.382 -1.754 -3.087
C 5.270 -1.663 -3.003
C -2.008 4.803 -2.777
C -3.637 1.669 1.061
C -1.348 2.577 -2.174
C 0.692 3.127 3.506
C 0.439 -4.792 -3.600
C -5.392 2.693 2.447
C 2.855 -1.106 5.337
C -3.011 0.196 -3.563
C -0.331 -3.809 -2.975
C 4.768 1.351 -0.686
C -2.690 3.955 -0.645
C -3.419 -5.086 0.840
C -4.190 -0.520 -3.807
C -2.238 -3.101 0.268
C -1.285 3.649 -3.046
C 0.777 3.775 2.273
C -2.513 -4.421 0.059
C -2.030 2.800 -0.971
C 2.859 2.754 -0.950
C 0.014 0.967 -4.313
C -2.734 4.940 -1.630
C -0.892 2.177 1.597
C -4.135 -4.466 1.824
H -0.261 3.799 0.329
H -4.202 -2.590 2.951
H 1.203 3.365 -2.316
H -1.541 0.671 2.920
H -3.721 -3.095 -1.653
H -0.214 1.679 4.805
H 0.190 -5.131 -4.591
H 5.758 1.496 -0.437
H -6.692 1.619 -0.505
H 0.887 1.635 -4.333
H 2.750 4.009 -2.730
H -1.919 -4.973 -0.677
H 6.632 -0.486 -1.800
H 0.302 -0.084 -4.574
H 1.410 -3.398 -0.012
H -3.145 5.923 -1.427
H -7.372 2.713 1.595
H -3.168 4.127 0.332
H -4.700 -4.995 2.574
H 1.559 -2.671 3.794
H -2.825 1.062 -3.972
H -5.724 3.196 3.311
H -1.992 5.604 -3.474
H 2.716 -5.214 -1.093
H 2.513 -2.038 5.800
H -0.627 3.543 -3.854
H 1.551 4.548 2.120
H 3.692 -2.781 -3.899
H 4.217 1.293 0.246
H 4.401 2.684 -2.322
H 1.358 3.324 4.307
H 6.051 -2.280 -3.469
H 1.926 4.653 -1.340
H -1.234 -3.416 -3.393
H -2.647 -1.456 1.623
H 2.126 -6.068 -3.420
H -3.623 -6.085 0.651
H 4.300 2.171 3.958
H 4.662 1.584 6.211
H -4.440 0.660 -0.862
H -3.276 2.724 2.943
H -4.969 -0.217 -4.499
H 1.878 -1.185 -2.858
H -0.824 1.245 -4.917
H -5.350 -2.192 -2.955
```

The calculation puts the LUMO energy at 2.27 eV. The charge is -1. As for the energy above the lowest of the compared OMol25 structures with the same formula, charge and spin: 293.4 kJ/mol. The HOMO energy is -4.085 eV. The value obtained for the total energy is -3720.087920 Eh.

Number 2 is which compound? C53H45N4O6P2SiSr

Look up the charge of the second one. -1

Look up the charge of the second one. -1